Record 1
51
Properties=species:S:1:pos:R:3 method="wB97M-V/def2-TZVPD" s2=1.24 de_lowest_kj_mol=311.8 e_tot_ev=-98305.872 homo_energy_ev="-2.711 / -2.696" spin_multiplicity=2 charge=-2 gap_ev="5.39 / 6.12"
Fe -0.05751 1.72125 0.53614
N -0.93011 0.98845 2.76334
C 0.08569 0.22735 3.45584
C 1.42949 0.97915 3.39264
O 2.20239 0.97405 4.35904
N 1.61109 1.52685 2.20514
C 2.73079 2.33935 1.93674
C 2.22839 3.70665 1.28064
O 2.91629 4.69455 1.48894
O 1.19469 3.57135 0.60194
H -1.16401 1.85595 3.22764
H -1.76531 0.46775 2.53814
H 0.22989 -0.71895 2.92944
H -0.16801 0.01275 4.50734
H 3.34249 1.90185 1.13944
H 3.33329 2.55715 2.82894
O -4.22051 2.31485 -0.54256
P -3.01541 3.29565 -0.13396
O -3.52691 4.59055 0.33564
O -2.06541 2.52115 0.76624
O -2.22951 3.47035 -1.58036
P -1.71951 2.10385 -2.29776
O -1.21251 2.71125 -3.71466
O -2.89641 1.21505 -2.53976
O -0.50611 1.54715 -1.62576
H -3.85301 1.74105 -1.24946
H -1.99061 2.85185 -4.25006
C -0.09001 -3.61625 1.25934
C 0.91829 -3.41355 0.13414
C 0.44779 -2.40875 -0.95016
C -0.94041 -2.77025 -1.49616
C -1.34121 -1.87695 -2.66456
C 1.49459 -2.51175 -2.04746
O 1.55009 -3.43995 -2.83806
N 2.43249 -1.54385 -2.01946
C 2.51279 -0.43005 -1.10836
O 3.55949 0.18225 -1.09996
N 1.44109 -0.19595 -0.36206
C 0.39919 -1.01965 -0.30136
O -0.58591 -0.70755 0.37824
H 0.39489 -4.07505 2.11984
H -0.90411 -4.26285 0.93984
H -0.50111 -2.65465 1.55584
H 1.13259 -4.37015 -0.35426
H 1.85409 -3.03155 0.55144
H -1.66201 -2.63315 -0.69136
H -0.94221 -3.81945 -1.80896
H -1.30241 -0.82935 -2.37536
H -2.36051 -2.09785 -2.97556
H -0.68321 -2.03235 -3.51736
H 3.19229 -1.60945 -2.68716


Record 2
24
Properties=species:S:1:pos:R:3 method="wB97M-V/def2-TZVPD" s2=2.01 e_tot_ev=-29522.184 homo_energy_ev="-6.512 / -10.473" spin_multiplicity=3 gap_ev="6.89 / 9.55"
C 1.47101 3.03289 0.76073
C 0.56399 0.94240 -2.17712
C 0.29776 0.94352 1.74404
C -0.80793 1.16938 -2.73283
C -2.00217 0.42960 -2.12139
C 0.89743 2.08640 1.24058
C 1.21322 -2.49711 1.59245
C 0.61103 -1.28658 2.32298
O -0.72767 1.00713 2.31253
O 0.69080 0.36191 -1.02711
O -0.59390 -1.81673 -1.40175
O -1.82863 0.26650 -0.69224
O 1.09706 -0.13474 1.77021
S -0.62755 -0.77294 -0.41094
H 2.26355 3.68821 0.43396
H -0.84200 2.22399 -2.86231
H -0.70745 0.89847 -3.88138
H -2.94453 0.98131 -2.19505
H -2.26658 -0.44442 -2.51734
H 2.29834 -2.35047 1.52769
H 0.87172 -3.37986 2.20563
H 0.79551 -2.59578 0.56909
H 0.78977 -1.43564 3.40899
H -0.51278 -1.31745 2.13059